(1)
Density functional theory data (ωB97M-V with the def2-TZVPD basis set) for a single C19H23ClN4O molecule.

Computed properties:
SMILES: O=C(NCCN1CCN(c2ccccc2)CC1)Nc1ccc(Cl)cc1
Net charge: 0
Relative energy (zero: lowest compared OMol25 entry of this formula, charge and spin), kcal/mol: 3.6

Each line ends with the natural charge from an NBO analysis.
Geometry (Å):
N1 -1.949 -0.990 -2.496  -0.623
C1 -3.874 0.952 -1.510  0.145
N2 0.079 -0.177 -0.758  -0.467
H1 4.656 0.207 1.227  0.211
H2 0.469 1.469 0.415  0.200
C2 -5.055 3.032 -1.831  -0.208
C3 -3.863 3.724 -1.685  -0.069
H3 1.351 -1.465 -1.919  0.179
C4 -2.683 3.045 -1.425  -0.215
H4 2.882 1.255 0.567  0.216
C5 -2.687 1.667 -1.330  -0.227
C6 2.314 0.390 0.220  -0.240
C7 -0.122 -1.066 0.376  -0.241
H5 -1.976 -0.056 -2.873  0.399
Cl1 -3.852 5.450 -1.807  0.001
H6 -5.972 3.569 -2.015  0.229
H7 1.654 -1.597 3.699  0.210
H8 -0.764 -1.896 0.087  0.226
H9 -1.765 3.594 -1.283  0.224
C8 1.191 -1.592 0.961  -0.231
H10 5.637 -1.135 5.148  0.212
H11 -0.812 -2.608 -1.997  0.234
N3 -3.920 -0.436 -1.414  -0.637
H12 2.895 -0.122 -0.567  0.169
H13 6.278 -0.067 3.013  0.211
C9 2.671 -1.276 3.530  -0.275
C10 4.909 -1.007 4.361  -0.249
C11 -5.057 1.654 -1.742  -0.233
C12 0.981 0.888 -0.358  -0.208
H14 0.681 -0.031 -2.718  0.193
C13 4.337 -0.246 2.153  -0.302
N4 2.040 -0.479 1.343  -0.469
C14 5.264 -0.407 3.167  -0.187
H15 -0.461 -1.942 -3.603  0.201
H16 1.704 -2.224 0.215  0.168
C15 0.458 -0.828 -2.002  -0.230
C16 -2.907 -1.359 -1.609  0.795
C17 -0.689 -1.683 -2.563  -0.233
H17 1.172 1.540 -1.214  0.198
C18 3.019 -0.679 2.313  0.266
H18 -1.773 1.146 -1.082  0.242
H19 -5.984 1.111 -1.853  0.217
C19 3.604 -1.440 4.533  -0.189
O1 -2.955 -2.452 -1.084  -0.655
H20 -0.642 -0.485 1.145  0.203
H21 0.977 -2.214 1.828  0.218
H22 3.307 -1.903 5.463  0.212
H23 -4.765 -0.834 -1.028  0.412

***

(2)
Density functional theory data (ωB97M-V with the def2-TZVPD basis set) for a molecular structure, C19H23IrN3O7P2S at a distorted geometry.

Computed properties:
Net charge: -1
Relative energy (zero: lowest compared OMol25 entry of this formula, charge and spin), kcal/mol: 33.7

Each line ends with the natural charge from an NBO analysis.
Geometry (Å):
C1 -3.767 2.872 1.878  -0.642
C2 -0.302 0.918 -3.146  -0.121
C3 0.496 -2.261 0.891  0.129
H1 -4.168 2.765 2.886  0.240
O1 -3.364 2.549 -1.133  -1.015
C4 1.734 -0.271 -3.661  -0.202
P1 -2.419 1.536 -0.261  2.374
O2 -1.049 2.127 -0.261  -1.116
H2 4.820 -0.724 3.410  0.205
H3 -2.957 3.601 1.917  0.248
H4 -5.185 0.873 1.024  0.401
N1 -4.277 0.489 1.266  -0.736
H5 -0.016 -2.464 -1.192  0.207
H6 -1.202 -0.891 1.643  0.513
C5 1.675 2.654 0.369  0.051
P2 -2.033 0.815 2.690  2.404
C6 5.011 -1.174 1.317  -0.259
C7 -0.160 -3.022 -0.266  -0.622
S1 3.161 -0.880 -2.866  0.379
H7 -1.233 -3.118 -0.087  0.203
C8 2.563 -0.250 -1.337  0.148
H8 4.931 -1.461 -0.811  0.200
H9 2.059 -0.829 -5.708  0.213
H10 0.679 -3.977 2.199  0.188
H11 5.950 -1.701 1.435  0.204
C9 1.397 -0.347 -5.000  -0.230
N2 2.182 3.668 0.131  -0.548
H12 -0.085 0.167 -6.451  0.207
H13 2.710 0.513 3.141  0.226
C10 3.225 -0.373 -0.090  -0.143
O3 -2.049 -0.712 2.195  -1.090
H14 -3.846 -0.060 0.416  0.496
H15 1.587 -2.248 0.718  0.143
H16 -4.542 3.247 1.202  0.196
C11 0.902 0.356 -2.714  0.101
C12 -3.210 1.548 1.409  -0.634
H17 0.283 -4.016 -0.372  0.185
N3 1.397 0.349 -1.447  -0.403
O4 -0.655 1.402 2.539  -1.111
H18 -2.948 3.421 -1.164  0.500
C13 4.379 -0.620 2.426  -0.176
C14 2.588 0.197 1.029  -0.054
H19 -4.313 -0.079 2.113  0.447
O5 0.022 -0.962 0.937  -0.883
O6 -2.731 0.144 -0.731  -1.132
H20 -1.565 1.284 -4.821  0.214
C15 0.252 -2.972 2.226  -0.630
C16 0.200 0.219 -5.408  -0.214
H21 -0.819 -3.042 2.425  0.209
O7 -2.780 0.933 3.964  -1.154
H22 0.720 -2.407 3.033  0.214
C17 3.183 0.075 2.271  -0.250
C18 4.448 -1.047 0.068  -0.177
Ir1 0.695 0.951 0.666  1.085
H23 -0.944 1.392 -2.421  0.240
C19 -0.634 0.846 -4.483  -0.229

***

(3)
Density functional theory data (ωB97M-V with the def2-TZVPD basis set) for 2 unconnected molecules or ions with the total composition C19H23N2 at a distorted geometry.

Computed properties:
Net charge: +1
Relative energy (zero: lowest compared OMol25 entry of this formula, charge and spin), kcal/mol: 0.0

Each line ends with the natural charge from an NBO analysis.
Geometry (Å):
C1 -0.356 1.819 0.027  -0.154
C2 -0.092 2.117 -2.402  -0.283
C3 -1.315 2.791 -2.440  -0.110
C4 2.022 0.299 0.097  0.293
H1 -1.667 3.184 -3.393  0.242
C5 2.764 -0.973 2.510  -0.217
H2 -0.773 4.942 6.202  0.224
C6 -0.739 3.361 4.708  -0.222
C7 1.016 5.304 2.184  -0.612
N1 -0.240 3.534 3.348  -0.663
C8 2.398 0.620 -2.276  -0.421
C9 1.254 0.514 1.301  -0.161
N2 1.586 0.876 -1.088  -0.336
H3 0.977 -0.080 3.352  0.235
C10 1.627 -0.181 2.481  -0.124
H4 1.164 4.613 1.343  0.198
H5 -1.601 2.682 4.696  0.183
H6 -3.061 3.425 -1.329  0.243
H7 0.021 2.917 5.368  0.188
H8 1.896 5.242 2.839  0.208
H9 -1.425 6.481 3.907  0.220
C11 0.161 1.389 1.254  0.010
H10 4.470 -1.714 1.385  0.243
H11 3.787 -0.644 -0.744  0.230
H12 2.457 -0.459 -2.471  0.229
C12 -2.092 2.933 -1.277  -0.219
H13 3.418 1.009 -2.150  0.230
H14 0.465 1.995 -3.337  0.231
H15 -0.360 1.680 2.170  0.272
H16 1.957 1.099 -3.146  0.229
C13 -1.615 2.463 -0.065  -0.115
H17 -1.091 5.066 2.233  0.167
C14 3.561 -1.112 1.357  -0.132
C15 -0.637 5.770 4.176  -0.413
H18 0.657 3.080 3.209  0.356
H19 0.226 6.321 4.567  0.210
H20 3.057 -1.484 3.427  0.243
C16 -1.166 4.748 5.202  -0.418
H21 -2.188 2.549 0.859  0.241
C17 3.183 -0.499 0.158  -0.230
H22 0.959 6.318 1.774  0.228
H23 -2.256 4.811 5.236  0.212
C18 -0.250 4.938 2.932  -0.042
C19 0.402 1.597 -1.184  0.311

***

(4)
Density functional theory data (ωB97M-V with the def2-TZVPD basis set) for a single C19H23N3O2S molecule.

Computed properties:
SMILES: CCN(CC)CCNC(=O)c1cc2c(=O)n(C)c3ccccc3c2s1
Net charge: 0
Relative energy (zero: lowest compared OMol25 entry of this formula, charge and spin), kcal/mol: 18.7

Each line ends with the natural charge from an NBO analysis.
Geometry (Å):
C1 2.266 1.944 -0.927  -0.239
H1 2.523 2.194 1.205  0.174
H2 -1.121 -4.056 -0.957  0.213
C2 -1.128 0.391 -0.535  -0.288
C3 3.651 4.747 1.013  -0.642
C4 3.106 1.814 0.349  -0.221
H3 2.892 1.728 -1.797  0.204
O1 -0.397 2.620 -0.411  -0.611
N1 -5.122 -2.041 -0.121  -0.418
N2 1.144 1.037 -0.905  -0.600
H4 6.077 2.855 1.373  0.195
N3 4.401 2.456 0.223  -0.455
H5 -5.969 -4.579 -0.230  0.221
C5 -4.913 -4.442 -0.386  -0.266
C6 -4.629 -0.739 -0.074  0.664
H6 -6.747 -2.797 0.973  0.202
H7 -7.026 -2.629 -0.783  0.202
H8 4.763 2.097 2.290  0.167
H9 3.289 0.750 0.523  0.191
H10 -2.157 -6.308 -1.007  0.219
C7 -2.182 -4.184 -0.799  -0.155
H11 2.593 4.509 1.080  0.210
C8 -2.413 -1.733 -0.527  -0.116
C9 5.288 2.102 1.321  -0.213
H12 5.376 4.222 -0.170  0.193
H13 1.845 2.946 -1.016  0.234
H14 -6.949 -1.186 0.252  0.263
H15 5.217 -0.066 1.144  0.197
C10 -2.759 -5.431 -0.826  -0.235
C11 -4.129 -5.551 -0.618  -0.181
C12 -2.457 0.584 -0.299  -0.137
H16 6.702 0.564 1.848  0.208
C13 5.942 0.741 1.091  -0.608
C14 -2.958 -3.045 -0.565  -0.145
C15 -0.108 1.454 -0.599  0.639
H17 3.746 5.796 0.744  0.216
C16 -4.351 -3.160 -0.353  0.274
C17 -3.197 -0.620 -0.294  -0.197
H18 -4.590 -6.528 -0.638  0.218
C18 4.343 3.883 -0.047  -0.207
H19 6.409 0.721 0.110  0.212
H20 4.107 4.599 1.989  0.203
O2 -5.365 0.206 0.137  -0.609
H21 1.339 0.051 -0.973  0.389
H22 -2.890 1.554 -0.136  0.263
H23 3.841 4.019 -1.007  0.192
S1 -0.755 -1.302 -0.755  0.412
C19 -6.548 -2.187 0.092  -0.430

***

no.,HOMO-LUMO gap (eV)
1,8.5
2,7.1
3,6.3
4,8.0